This record from the Open Molecules 2025 dataset describes a 4-piece molecular cluster, C21H61ClN10O8P4S overall in a non-equilibrium geometry. The level of theory is ωB97M-V/def2-TZVPD.

## Properties
**LUMO**: 0.013 Ha
**SMILES string**: NC[C@H]1OS(=O)(=O)O[C@@H]1P(O)Cl.CN(C)P(=O)(N(C)C)N(C)C.CN(C)P(=O)(N(C)C)N(C)C.CN(C)P(=O)(N(C)C)N(C)C
**Frontier orbital gap**: 0.301 hartree
**Charge**: 0
**Spin multiplicity**: 1

Geometry (Å):
N  3.8636  -2.4817  7.4220
C  3.0362  -3.6573  7.6783
C  1.6026  -3.2819  8.1713
O  1.4420  -1.8699  8.0012
S  0.2803  -1.5628  6.9649
O  0.5950  -0.5916  5.9883
O  -0.8883  -1.3553  7.7473
O  0.2868  -2.9906  6.2774
C  0.5786  -3.9910  7.2766
P  -1.1045  -4.4316  8.0283
O  -0.7158  -5.8811  8.6978
Cl  -2.0823  -4.9185  6.3078
H  4.7490  -2.8144  7.0597
H  3.4732  -1.9343  6.6645
H  3.5360  -4.2845  8.4126
H  2.9529  -4.2578  6.7676
H  1.5476  -3.5233  9.2286
H  0.9404  -4.9116  6.8274
H  -0.6951  -5.7240  9.6491
O  1.8110  -5.7430  2.4207
P  1.4448  -4.6367  1.4863
N  -0.1047  -4.1337  2.0300
C  -1.2506  -5.0246  1.9376
C  -0.0038  -3.5572  3.3627
N  1.4219  -5.4937  -0.0129
C  0.2186  -5.7769  -0.7630
C  2.3448  -6.6190  -0.0815
N  1.8431  -3.1220  0.7154
C  3.0765  -2.4921  1.2115
C  0.8424  -2.1066  0.4427
H  -2.1262  -4.5218  2.3535
H  -1.1087  -5.9720  2.4750
H  -1.4988  -5.2417  0.9029
H  0.7657  -2.7775  3.3854
H  0.2571  -4.3112  4.1133
H  -0.9440  -3.0853  3.6513
H  -0.4064  -6.5448  -0.2851
H  0.4852  -6.1386  -1.7591
H  -0.3808  -4.8777  -0.9192
H  1.9428  -7.5265  0.3884
H  3.2856  -6.3820  0.4102
H  2.5695  -6.8362  -1.1283
H  2.9463  -2.0405  2.2037
H  3.4099  -1.7151  0.5230
H  3.8749  -3.2365  1.2827
H  0.5487  -1.5338  1.3310
H  -0.0551  -2.5241  -0.0047
H  1.2671  -1.4058  -0.2811
O  2.4991  1.1166  -0.5461
P  2.7629  2.4168  -1.2300
N  1.4071  3.3822  -0.8327
C  0.0802  3.0228  -1.3200
C  1.3762  3.6632  0.5973
N  2.7907  1.8958  -2.8767
C  1.7714  2.2275  -3.8495
C  3.2555  0.5286  -3.0707
N  3.8325  3.7671  -1.5512
C  5.0565  3.7788  -0.7394
C  3.3284  5.1162  -1.7314
H  -0.6523  3.7436  -0.9571
H  -0.2378  2.0204  -1.0036
H  0.0231  3.0837  -2.3998
H  2.3362  4.0768  0.9267
H  1.1760  2.7642  1.1926
H  0.6112  4.4091  0.8151
H  0.8272  1.6945  -3.6704
H  2.1213  1.9590  -4.8497
H  1.5715  3.3004  -3.8773
H  2.4663  -0.2162  -2.8988
H  4.0794  0.2973  -2.3989
H  3.6263  0.4158  -4.0920
H  4.8695  4.0772  0.3006
H  5.7912  4.4630  -1.1660
H  5.5076  2.7833  -0.7256
H  3.0482  5.6104  -0.7927
H  2.4717  5.1401  -2.3973
H  4.1249  5.7000  -2.2008
O  -2.5345  3.7239  -3.0417
P  -3.7483  3.3754  -3.8357
N  -3.3040  3.7631  -5.4502
C  -3.0469  5.1430  -5.8350
C  -2.2279  2.8908  -5.9041
N  -4.8966  4.4586  -3.1434
C  -5.4538  5.6011  -3.8348
C  -4.6573  4.7761  -1.7403
N  -4.9795  2.2170  -4.2846
C  -4.7771  0.8717  -3.7281
C  -5.5000  2.1353  -5.6372
H  -2.7634  5.1715  -6.8888
H  -2.2473  5.6148  -5.2489
H  -3.9444  5.7482  -5.7550
H  -2.4961  1.8406  -5.7466
H  -1.2871  3.0805  -5.3719
H  -2.0621  3.0245  -6.9737
H  -4.7257  6.4145  -3.9605
H  -6.2980  5.9962  -3.2653
H  -5.8528  5.3273  -4.8135
H  -3.9046  5.5643  -1.6072
H  -4.3173  3.8990  -1.1941
H  -5.5926  5.1034  -1.2816
H  -3.9710  0.3240  -4.2335
H  -5.6929  0.2849  -3.8064
H  -4.5222  0.9385  -2.6674
H  -4.8245  1.6303  -6.3391
H  -5.7365  3.1159  -6.0375
H  -6.4326  1.5670  -5.5916

=====

This record from the Open Molecules 2025 dataset describes a 2-piece molecular cluster, C5H7NO overall. The level of theory is ωB97M-V/def2-TZVPD.

## Properties
**LUMO**: 0.030 Ha
**SMILES string**: C#CCC.N=C=O
**Frontier orbital gap**: 0.388 hartree
**Charge**: 0
**Spin multiplicity**: 1

Geometry (Å):
C  0.4250  2.2775  0.4977
C  -0.3262  0.1695  -0.2230
C  -1.3562  -0.1466  -0.7576
C  0.0319  -2.5023  -0.2531
N  -0.9673  -2.9679  -0.7856
O  0.9859  -2.0614  0.2557
C  0.7998  0.7900  0.4669
H  0.8730  2.8013  1.3408
H  0.7193  2.7471  -0.4446
H  -0.6638  2.3604  0.5701
H  -2.2599  -0.4593  -1.2218
H  -0.9332  -3.9751  -0.8561
H  0.9263  0.3618  1.4699
H  1.7453  0.6051  -0.0593

=====

This record from the Open Molecules 2025 dataset describes the molecule C5H6N2S in a non-equilibrium geometry. The level of theory is ωB97M-V/def2-TZVPD.

## Properties
**LUMO**: 0.019 Ha
**SMILES string**: C=Cn1cncc1S
**Frontier orbital gap**: 0.352 hartree
**Charge**: 0
**Spin multiplicity**: 1

Geometry (Å):
C  -1.3580  0.3644  -0.1831
C  -1.4830  1.7073  0.0679
C  0.5938  1.4094  -0.1313
C  0.6823  -1.1027  -0.2992
C  1.9164  -1.3203  0.1635
H  -2.0173  -1.5347  1.2068
H  -2.4218  2.2024  0.1044
H  1.7023  1.4958  -0.3142
H  0.1813  -1.9563  -0.8558
H  2.4348  -0.4326  0.6433
H  2.3934  -2.2642  0.0147
N  -0.2598  2.3531  -0.0439
N  0.0207  0.1633  -0.2821
S  -2.3851  -1.0848  -0.0910

=====

This record from the Open Molecules 2025 dataset describes C6H10FI as an isolated structure in a non-equilibrium geometry. The level of theory is ωB97M-V/def2-TZVPD.

## Properties
**LUMO**: 0.020 Ha
**Frontier orbital gap**: 0.354 hartree
**Charge**: 0
**Spin multiplicity**: 1

Geometry (Å):
C  -1.0853  0.9321  -2.1301
C  -0.5391  1.0116  -0.9509
C  1.0413  -1.5601  -0.0564
C  -0.6775  0.8108  1.5930
C  -0.4792  -1.3551  0.1056
C  -0.9715  0.2134  0.2656
F  -1.0718  -1.9724  -0.9598
I  -3.1095  0.0952  0.1912
H  -0.6619  1.2914  -3.1152
H  -1.6915  0.0059  -2.3135
H  0.1836  1.8252  -0.7970
H  1.3598  -2.5714  0.0379
H  1.5727  -0.8467  0.5865
H  1.2471  -1.2917  -1.1116
H  -1.1393  1.8471  1.5848
H  0.4048  0.7432  1.7196
H  -1.1178  0.2636  2.3865
H  -0.8227  -2.0073  0.8441

=====

This record from the Open Molecules 2025 dataset describes C12H9Cl2N4PdS as an isolated structure. The level of theory is ωB97M-V/def2-TZVPD.

## Properties
**LUMO (alpha / beta)**: -0.157 / -0.157 Ha
**Frontier orbital gap (alpha / beta)**: 0.246 / 0.246 hartree
**Charge**: +1
**Spin multiplicity**: 1

Geometry (Å):
Pd  -0.2862  -0.9590  -0.2075
Cl  0.4702  0.1767  -2.4850
C  2.1607  0.4420  -2.1290
C  2.8814  1.1986  -3.0319
C  4.2196  1.4450  -2.7737
C  4.8155  0.9362  -1.6328
C  4.0730  0.1810  -0.7417
Cl  4.8504  -0.4584  0.6614
C  2.7151  -0.0904  -0.9623
S  1.8406  -1.1074  0.1636
H  2.4000  1.5900  -3.9160
H  4.8010  2.0393  -3.4641
H  5.8595  1.1178  -1.4234
N  -2.3050  0.6565  2.9101
C  -1.1105  1.1940  3.3276
C  -0.1713  0.7981  2.4232
N  -0.7842  0.0277  1.4789
C  -2.0763  -0.0431  1.7856
C  -2.9401  -0.7861  0.8811
N  -2.3762  -1.3128  -0.2007
C  -3.3489  -2.0021  -0.8643
C  -4.5224  -1.8783  -0.1798
N  -4.2466  -1.1067  0.9221
H  -3.1907  0.7877  3.3697
H  -1.0391  1.7995  4.2121
H  0.8833  1.0036  2.3943
H  -3.1521  -2.5327  -1.7784
H  -5.5069  -2.2647  -0.3702
H  -4.9142  -0.8521  1.6308

=====

The records above yield energy above the lowest of the compared OMol25 structures with the same formula, charge and spin values of 0.0 54.3 38.2 0.0 5.4 kcal per mole, respectively.